[1]
{"formula": "C29H42AuClN3O2Si", "method": "the ωB97M-V functional and the def2-TZVPD basis", "symbols": ["Au", "Cl", "N", "N", "C", "C", "C", "C", "C", "C", "H", "H", "H", "H", "H", "H", "C", "C", "C", "C", "H", "H", "H", "H", "H", "H", "O", "H", "H", "O", "H", "H", "C", "C", "C", "H", "H", "C", "C", "H", "C", "C", "C", "C", "H", "C", "H", "H", "H", "H", "H", "H", "H", "H", "C", "Si", "C", "C", "N", "C", "C", "C", "C", "C", "C", "H", "H", "H", "H", "H", "H", "H", "H", "H", "H", "H", "H", "H", "H"], "positions_angstrom": [[0.6108, 0.0195, -0.3694], [2.5369, 0.0049, -1.9354], [0.5468, 2.0938, -0.5906], [0.4619, -2.0704, -0.5565], [-0.0471, 2.7878, -1.5489], [-0.1140, -2.7509, -1.5358], [1.4553, 2.9864, 0.1594], [1.6700, 4.1025, -0.8466], [2.7198, 2.2685, 0.5754], [0.7130, 3.4804, 1.3937], [3.2204, 1.8474, -0.3003], [2.4533, 1.4420, 1.2420], [3.3836, 2.9599, 1.1121], [-0.1415, 4.1054, 1.1016], [1.3837, 4.0744, 2.0266], [0.3526, 2.6082, 1.9537], [1.3507, -2.9766, 0.2070], [1.5452, -4.1103, -0.7857], [0.6179, -3.4369, 1.4621], [2.6244, -2.2689, 0.6067], [3.1422, -1.8789, -0.2731], [3.2735, -2.9483, 1.1777], [2.3580, -1.4176, 1.2414], [-0.2600, -4.0388, 1.1948], [0.2993, -2.5543, 2.0299], [1.2841, -4.0465, 2.0873], [0.4537, -3.9307, -1.7552], [1.4552, -5.1219, -0.3663], [2.4910, -4.0261, -1.3363], [0.5453, 3.9536, -1.7855], [2.5975, 3.9775, -1.4194], [1.6307, 5.1192, -0.4324], [-1.3157, 2.5219, -2.2912], [-1.3535, -2.4524, -2.3177], [-1.4105, -1.1769, -3.1332], [-2.1638, -2.3932, -1.5651], [-1.5288, -3.3167, -2.9667], [-1.5379, 0.0389, -2.4527], [-1.4069, 1.2575, -3.1186], [-1.7308, 0.0260, -1.3718], [-1.4491, 1.2795, -4.5183], [-1.4483, 0.0571, -5.2000], [-1.5685, 2.5638, -5.2934], [-1.4533, -1.1707, -4.5356], [-1.4775, 0.0659, -6.2858], [-1.5862, -2.4486, -5.3151], [-1.6653, -2.2357, -6.3861], [-2.4946, -2.9947, -5.0244], [-0.7299, -3.1191, -5.1624], [-2.4754, 3.1145, -5.0090], [-1.6417, 2.3546, -6.3648], [-0.7104, 3.2315, -5.1413], [-1.4894, 3.3938, -2.9281], [-2.1010, 2.4679, -1.5147], [2.9625, -0.1690, 3.3387], [1.1058, 0.0310, 3.6305], [0.5073, -1.4032, 4.6835], [0.9621, 1.6848, 4.4942], [0.1076, -0.0197, 2.1801], [-1.2548, -0.0160, 2.2103], [-2.0140, -1.0564, 1.5876], [-3.3538, -1.2500, 1.9115], [-4.0115, -0.3347, 2.7477], [-3.3341, 0.8026, 3.2115], [-1.9975, 1.0015, 2.8868], [3.4569, -0.0183, 4.3163], [3.2506, -1.1714, 2.9971], [3.3965, 0.5673, 2.6510], [0.9231, -1.3133, 5.7002], [-0.5888, -1.4107, 4.7516], [0.8285, -2.3641, 4.2645], [1.4079, 2.4890, 3.8949], [-0.0738, 1.9581, 4.7306], [1.5184, 1.6325, 5.4451], [-1.4754, -1.7392, 0.9128], [-3.8733, -2.1267, 1.5198], [-5.0436, -0.5137, 3.0340], [-3.8321, 1.5265, 3.8502], [-1.4504, 1.8940, 3.2114]], "forces_ev_per_angstrom": [[-0.4, -0.3, 0.4], [0.2, 0.0, -0.5], [-1.3, 0.7, -0.7], [-0.9, -0.3, -0.4], [1.3, -1.4, 1.3], [0.7, 1.5, 0.6], [-0.1, -0.1, 0.0], [-0.1, 0.1, -0.8], [0.3, 0.0, -0.1], [-0.3, 0.0, 0.1], [0.0, 0.1, 0.2], [0.0, 0.2, -0.2], [-0.1, -0.1, -0.1], [0.1, -0.1, 0.1], [-0.1, -0.1, -0.1], [0.0, 0.2, -0.1], [-0.1, 0.2, 0.0], [-0.1, -0.1, -0.9], [-0.2, -0.1, 0.1], [0.3, 0.0, -0.1], [0.0, -0.1, 0.1], [-0.1, 0.1, -0.1], [0.1, -0.2, -0.2], [0.1, 0.1, 0.1], [0.0, -0.2, -0.1], [-0.1, 0.0, -0.1], [0.4, -1.4, 0.3], [-0.1, 0.3, -0.1], [-0.2, 0.0, 0.0], [0.3, 1.2, 0.3], [-0.2, 0.0, 0.0], [-0.1, -0.3, -0.1], [-0.2, -0.1, -0.1], [0.0, 0.0, -0.1], [0.1, -0.5, -0.7], [-0.2, -0.1, 0.0], [0.0, 0.1, 0.3], [0.3, -0.1, 1.2], [0.1, 0.5, -0.8], [-0.1, 0.0, -0.3], [0.4, 0.2, 1.0], [-0.5, -0.1, -0.3], [0.2, 0.2, -0.1], [0.3, -0.2, 1.0], [-0.1, 0.0, 0.0], [0.2, -0.2, -0.2], [0.1, 0.0, 0.1], [0.2, 0.1, 0.0], [-0.2, 0.1, -0.1], [0.1, 0.0, 0.0], [0.0, 0.0, 0.1], [-0.1, -0.1, 0.0], [0.0, -0.1, 0.3], [0.0, 0.1, -0.1], [0.3, -0.2, 0.3], [-1.2, 0.0, -1.9], [0.2, 0.1, 0.6], [0.2, 0.2, 0.8], [1.5, 0.1, -0.4], [-0.7, 0.1, 0.1], [0.1, 0.0, 0.3], [0.3, 0.5, 0.0], [0.0, 0.0, 0.2], [0.0, -0.4, -0.4], [0.4, -0.5, 0.1], [-0.2, 0.0, -0.2], [-0.1, 0.3, 0.1], [-0.1, -0.2, 0.2], [-0.2, -0.2, -0.1], [0.2, 0.1, 0.0], [0.0, 0.2, 0.0], [-0.1, -0.2, 0.1], [0.3, -0.1, 0.0], [-0.1, 0.1, -0.1], [-0.4, 0.3, 0.5], [0.0, 0.3, 0.1], [0.1, 0.1, 0.0], [-0.1, 0.0, -0.2], [-0.4, -0.4, 0.0]], "lowdin_charge": [0.8968, -0.1130, -0.0117, -0.0222, -0.3104, -0.3285, -0.5626, -0.0541, -0.0811, -0.0317, 0.0137, 0.0297, 0.0951, 0.0951, 0.0870, 0.0447, -0.5572, -0.0562, -0.0373, -0.0875, 0.0167, 0.0931, 0.0250, 0.0935, 0.0450, 0.0879, 0.0092, 0.1293, 0.1313, 0.0152, 0.1329, 0.1309, -0.0560, -0.0696, -0.2069, 0.1164, 0.1071, -0.0958, -0.2096, 0.0759, -0.2438, -0.0432, -0.0684, -0.2437, 0.0902, -0.0687, 0.0664, 0.0783, 0.0798, 0.0773, 0.0657, 0.0778, 0.1081, 0.1291, -0.1797, 0.3756, -0.1713, -0.1895, -0.1243, -0.4379, -0.0745, -0.1189, -0.1450, -0.1239, -0.0704, 0.0332, 0.0110, 0.0125, 0.0227, 0.0334, 0.0139, 0.0117, 0.0170, 0.0254, 0.0653, 0.0893, 0.0773, 0.0871, 0.0750], "e_lumo_ev": [2.749, 1.642], "gap_ha": [0.108, 0.209], "charge": -1, "e_homo_ha": [-0.0070, -0.1491], "spin_multiplicity": 3, "relative_energy_kcal_mol": 0.0}

---

[2]
{"formula": "C29H42BF9NO5PbS3Si", "method": "the ωB97M-V functional and the def2-TZVPD basis", "symbols": ["Pb", "F", "C", "F", "C", "F", "F", "F", "S", "C", "N", "C", "C", "S", "H", "H", "H", "H", "H", "O", "S", "C", "C", "C", "C", "C", "C", "C", "C", "C", "C", "C", "C", "H", "H", "H", "H", "H", "H", "H", "H", "H", "H", "C", "C", "C", "C", "O", "Si", "O", "O", "C", "C", "C", "C", "O", "C", "C", "C", "C", "H", "H", "H", "H", "H", "H", "H", "H", "H", "H", "H", "H", "H", "H", "H", "H", "H", "H", "H", "H", "H", "H", "H", "H", "H", "H", "H", "F", "B", "F", "F", "F"], "positions_angstrom": [[-0.0770, -0.0602, 0.0035], [-2.1421, 1.6542, -2.3018], [-2.0981, 1.7443, -0.9840], [-1.5341, 2.8858, -0.6088], [-3.4853, 1.5543, -0.3309], [-4.1151, 0.5418, -0.8923], [-3.3217, 1.3496, 0.9834], [-4.1880, 2.6712, -0.4981], [-2.9438, -2.1140, 0.9274], [-4.0979, -1.9597, 2.0999], [-4.3540, -0.8713, 2.8422], [-5.4985, -0.8813, 3.7483], [-5.9625, -2.3384, 3.8788], [-5.1470, -3.2743, 2.5421], [-3.9142, -0.0013, 2.5922], [-6.2955, -0.2488, 3.3533], [-5.2011, -0.4847, 4.7190], [-7.0378, -2.4303, 3.7562], [-5.6768, -2.7753, 4.8320], [0.8170, 1.2679, 1.7392], [0.7461, 1.5168, 3.2538], [0.4687, -0.0140, 4.0802], [-0.6490, -0.8021, 3.8229], [-0.7872, -2.0011, 4.4895], [0.1909, -2.4108, 5.3926], [1.3102, -1.6283, 5.6282], [1.4568, -0.4158, 4.9670], [-0.8333, 2.3386, 3.4723], [-1.6478, 2.1437, 4.5815], [-2.8380, 2.8521, 4.6726], [-3.1974, 3.7556, 3.6808], [-2.3611, 3.9650, 2.5923], [-1.1723, 3.2586, 2.4868], [-1.3921, -0.4945, 3.0980], [-1.6368, -2.6371, 4.2804], [0.0847, -3.3614, 5.8988], [2.0777, -1.9642, 6.3128], [2.3273, 0.2079, 5.1346], [-1.3620, 1.4566, 5.3663], [-3.4823, 2.7038, 5.5304], [-4.1231, 4.3108, 3.7653], [-2.6314, 4.6825, 1.8276], [-0.5135, 3.4098, 1.6408], [5.7193, 0.9988, -2.4180], [4.6270, 1.6466, -3.2676], [4.7137, 3.1613, -3.1685], [4.7243, 1.1935, -4.7183], [3.3500, 1.2892, -2.6894], [2.3706, 0.0081, -2.8278], [1.2936, 0.0416, -1.6610], [3.4604, -1.2947, -2.8655], [3.6266, -2.4673, -2.1680], [4.7670, -3.2531, -2.7767], [3.8827, -2.1116, -0.6721], [2.2659, -3.2497, -2.2631], [1.7917, -0.1833, -4.3242], [0.5358, 0.1607, -4.9544], [0.7538, 0.0011, -6.4462], [-0.5476, -0.7983, -4.4680], [0.1875, 1.6050, -4.6078], [6.7037, 1.3032, -2.7721], [5.6360, -0.0907, -2.4883], [5.6068, 1.2933, -1.3739], [5.6881, 3.5037, -3.5164], [4.5708, 3.4793, -2.1352], [3.9391, 3.6232, -3.7834], [5.6827, 1.4958, -5.1390], [3.9233, 1.6442, -5.3082], [4.6342, 0.1084, -4.8037], [5.6858, -2.6636, -2.7629], [4.5396, -3.5128, -3.8113], [4.9275, -4.1676, -2.2075], [4.8640, -1.6414, -0.5969], [3.8436, -3.0269, -0.0909], [3.1234, -1.4288, -0.2929], [2.0591, -3.4431, -3.3157], [1.4529, -2.6804, -1.8185], [2.3920, -4.1739, -1.7066], [1.0459, -1.0248, -6.6738], [1.5477, 0.6683, -6.7872], [-0.1621, 0.2374, -6.9889], [-0.3106, -1.8209, -4.7662], [-1.5116, -0.5198, -4.8936], [-0.6200, -0.7597, -3.3793], [0.9687, 2.2796, -4.9644], [0.0975, 1.7269, -3.5261], [-0.7592, 1.8816, -5.0720], [1.6524, -4.0518, 0.5162], [0.8884, -3.1621, 1.2650], [0.0566, -2.3796, 0.2955], [0.0474, -3.7981, 2.1330], [1.6887, -2.1739, 1.8690]], "forces_ev_per_angstrom": [[-0.3, -0.4, 0.4], [0.1, -0.1, 0.3], [-0.6, 0.5, -0.3], [0.1, -0.3, -0.1], [0.7, 0.0, -0.3], [-0.1, 0.0, 0.2], [-0.2, 0.0, -0.1], [-0.3, 0.1, 0.1], [0.1, 0.1, 0.0], [0.0, 0.2, 0.1], [-0.1, -0.1, 0.1], [0.1, 0.0, -0.1], [0.1, -0.1, -0.1], [-0.1, 0.0, 0.0], [0.1, 0.0, 0.0], [0.0, 0.0, 0.0], [0.0, 0.0, 0.0], [0.0, 0.0, 0.1], [0.0, 0.0, 0.0], [0.1, 0.0, 0.2], [0.1, 0.1, -0.2], [0.0, 0.0, 0.0], [0.1, 0.0, 0.0], [0.0, -0.1, 0.0], [0.0, 0.0, 0.0], [0.0, 0.0, 0.0], [0.0, 0.0, 0.0], [0.0, 0.0, -0.1], [0.1, 0.0, 0.0], [0.0, 0.0, 0.0], [0.0, 0.0, 0.0], [0.0, 0.0, 0.0], [0.0, 0.0, 0.0], [-0.1, 0.0, 0.0], [0.0, 0.0, 0.0], [0.0, 0.0, 0.0], [0.0, 0.0, 0.0], [0.0, 0.0, 0.0], [0.0, -0.1, 0.0], [0.0, 0.0, 0.0], [0.0, 0.0, 0.0], [0.0, 0.0, 0.0], [0.0, 0.0, 0.1], [-0.2, 0.0, 0.0], [0.2, 0.0, 0.0], [-0.1, 0.0, 0.0], [-0.2, 0.0, 0.0], [0.2, -0.4, 0.1], [-1.0, 1.6, -0.1], [0.4, -0.4, -0.1], [0.4, -0.8, 0.0], [0.4, 0.0, -0.1], [0.0, 0.0, 0.0], [-0.2, 0.2, 0.2], [-0.3, 0.1, -0.1], [0.1, -0.2, 0.0], [-0.2, 0.0, 0.1], [0.2, 0.0, 0.0], [0.2, 0.1, 0.1], [0.2, -0.1, 0.1], [0.0, 0.0, 0.0], [0.1, 0.1, 0.0], [0.0, 0.0, 0.0], [0.0, 0.0, 0.0], [0.0, 0.0, 0.0], [0.0, 0.0, 0.0], [0.0, 0.0, 0.0], [0.1, 0.0, 0.0], [0.1, 0.0, 0.0], [0.0, 0.0, 0.0], [0.0, 0.0, 0.0], [0.0, 0.0, 0.0], [0.0, 0.0, -0.1], [0.0, -0.1, 0.0], [0.0, -0.1, 0.0], [0.1, 0.0, 0.0], [0.1, 0.0, 0.0], [0.1, 0.0, 0.0], [0.0, 0.0, 0.0], [0.0, 0.0, 0.0], [0.0, 0.0, 0.0], [0.0, 0.0, 0.0], [0.0, 0.0, 0.0], [-0.1, 0.0, 0.0], [0.0, 0.0, 0.0], [0.0, 0.0, -0.1], [0.0, 0.0, 0.0], [-0.1, 0.3, 0.1], [0.3, -0.2, 0.1], [0.1, -0.1, -0.3], [0.1, 0.2, 0.0], [-0.1, -0.1, -0.1]], "lowdin_charge": [1.5896, 0.1451, -0.3316, 0.1266, -0.6053, 0.1830, 0.1232, 0.1906, 0.6296, -1.1694, -0.0622, -0.2058, -0.4026, 0.9477, 0.1015, 0.1200, 0.1165, 0.0753, 0.0744, -0.6906, 1.0905, -0.4166, -0.0888, -0.0481, -0.0370, -0.0490, -0.0712, -0.3619, -0.0677, -0.0639, -0.0641, -0.0691, -0.0936, 0.0864, 0.1162, 0.1177, 0.1145, 0.1135, 0.1171, 0.1121, 0.1126, 0.1167, 0.1020, -0.0123, -0.6188, -0.0210, -0.0196, -0.0610, 0.0456, -0.4179, 0.0713, -0.5687, 0.0053, 0.0521, 0.0566, -0.0691, -0.6175, -0.0198, -0.0141, -0.0188, 0.0972, 0.0674, 0.0973, 0.0945, 0.0925, 0.0905, 0.0983, 0.0894, 0.0830, 0.0960, 0.1036, 0.1063, 0.1019, 0.1056, 0.0827, 0.1070, 0.0761, 0.1053, 0.0927, 0.0893, 0.0968, 0.0936, 0.0971, 0.0659, 0.0948, 0.0649, 0.0982, 0.1365, -1.2442, -0.1525, 0.1721, 0.1038], "e_lumo_ev": [-4.678, -6.997], "gap_ha": [0.222, 0.137], "charge": 1, "e_homo_ha": [-0.3942, -0.3941]}